Density functional theory data (ωB97M-V with the def2-TZVPD basis set) for a cluster of 2 separate species, C6H16O2 in total in a non-equilibrium geometry.

Properties
**SMILES string**: CC[C@@H](C)CCO.O
**Kohn-Sham gap**: 10.24 eV
**ΔE to the lowest compared entry with this formula, charge and spin**: 14.89 kcal per mole

XYZ file:
```
24
Properties=species:S:1:pos:R:3:forces:R:3:lowdin_charge:R:1
C 1.2281 -2.4086 0.3732 -0.229 -0.308 0.357 -0.10
C 0.6158 -1.2039 -0.3341 -0.354 0.687 0.980 -0.20
C 0.6341 0.1735 0.4291 0.516 0.282 -1.149 -0.37
C 1.7042 0.2612 1.4928 0.758 -0.768 0.343 -0.09
C 0.8366 1.3124 -0.5928 -0.577 -0.826 0.021 -0.17
C -0.2916 1.3854 -1.6128 -0.969 0.258 0.531 -0.25
O -1.5942 1.4442 -1.0150 -0.122 0.308 0.138 -0.08
H 0.4383 -3.0198 0.8181 0.076 -0.117 -0.105 0.07
H 1.8718 -2.1472 1.2071 0.251 0.041 -0.131 0.04
H 1.8011 -3.0367 -0.3071 -0.048 -0.046 -0.009 0.07
H 1.0839 -1.0633 -1.3042 -0.085 -0.033 -0.185 0.10
H -0.4531 -1.3989 -0.4259 0.081 -0.165 -0.715 0.09
H -0.3711 0.3813 0.7720 -0.087 -0.195 0.704 0.10
H 2.6628 -0.0048 1.0385 0.116 0.059 -0.147 0.09
H 1.5864 -0.5019 2.2654 -0.231 0.188 0.156 0.07
H 1.9022 1.2055 2.0005 -0.597 0.247 -0.224 0.08
H 1.7527 1.1774 -1.1738 0.270 0.167 0.263 0.12
H 0.8495 2.2245 -0.0099 0.222 0.469 -0.140 0.11
H -0.2648 2.3479 -2.0951 0.483 0.249 -0.631 0.11
H -0.2558 0.5926 -2.3545 0.168 -0.130 -0.115 0.11
H -2.0634 0.6092 -0.9523 0.486 -0.267 0.069 0.06
O -2.5812 -0.5893 1.0101 -0.281 -0.246 0.473 -0.05
H -3.5438 -0.5954 1.0755 0.054 0.039 -0.130 0.05
H -2.3040 -0.8079 1.9131 0.099 0.105 -0.355 0.06
```
Positions in Å, forces in eV/Å.

---

Density functional theory data (ωB97M-V with the def2-TZVPD basis set) for a cluster of 3 separate species, C6H16O2 in total in a non-equilibrium geometry.

Properties
**Charge**: +1
**2S+1**: 2
**Expectation value of S²**: 0.7552
**Kohn-Sham gap (alpha / beta)**: 9.52 / 5.71 eV
**ΔE to the lowest compared entry with this formula, charge and spin**: 60.00 kcal per mole

XYZ file:
```
24
Properties=species:S:1:pos:R:3:forces:R:3:lowdin_charge:R:1
C -1.4961 1.7263 -1.8094 -0.713 -0.178 1.388 -0.08
C -0.2305 1.1143 -1.1592 0.227 1.105 0.577 -0.25
C 0.2720 -0.1667 -1.8696 -4.133 0.369 -1.089 -0.12
C -0.5317 -1.2146 -0.9936 1.953 0.135 1.068 -0.16
C 0.0784 -2.1783 1.1919 1.322 -0.518 -1.967 0.23
C 0.4287 -2.0291 -0.1712 -2.342 1.537 0.251 0.08
H -1.6926 2.7307 -1.5065 0.625 1.071 0.586 0.07
H -2.4007 1.2944 -1.3139 0.493 -0.405 -0.939 0.09
H -1.6158 1.8262 -2.8749 0.333 -0.802 -0.512 0.08
H 0.6421 1.7553 -1.0423 -0.121 0.650 -0.477 0.12
H -0.5310 0.9880 -0.0774 0.664 -0.224 -1.064 0.09
H 1.3059 -0.2944 -2.0501 1.097 -0.260 0.522 0.10
H -0.2161 -0.1167 -2.8969 0.751 -0.379 1.153 0.14
H -0.9920 -2.0177 -1.5281 -0.516 -0.895 -1.438 0.15
H -1.3842 -0.6474 -0.5118 1.105 -1.292 0.040 0.14
H -0.8121 -1.8854 1.6040 -2.445 1.327 -0.003 0.06
H 0.5341 -2.7064 1.9487 2.121 -1.313 1.062 0.08
H 1.2837 -2.4658 -0.7160 -0.373 0.124 0.779 0.15
H 2.2536 0.3139 2.7258 -0.245 0.662 1.111 0.01
H 3.4390 0.8807 2.2399 0.141 1.052 1.234 0.06
O 2.8586 1.0287 3.0333 0.047 -1.693 -2.348 -0.08
H -1.0513 0.1507 2.4876 1.642 1.649 0.375 0.08
H 0.0660 1.2522 2.9966 -0.404 -0.009 0.473 0.05
O -0.2079 0.6610 2.2928 -1.230 -1.713 -0.784 -0.07
```
Positions in Å, forces in eV/Å.

---

Density functional theory data (ωB97M-V with the def2-TZVPD basis set) for a cluster of 3 separate species, C6H16O2 in total in a non-equilibrium geometry.

Properties
**Charge**: +1
**2S+1**: 2
**Expectation value of S²**: 0.7531
**Kohn-Sham gap (alpha / beta)**: 10.37 / 6.70 eV
**ΔE to the lowest compared entry with this formula, charge and spin**: 18.38 kcal per mole

XYZ file:
```
24
Properties=species:S:1:pos:R:3:forces:R:3:lowdin_charge:R:1
C -0.1764 -1.7826 -2.6923 0.310 0.313 0.705 -0.08
C 0.2505 -0.4021 -2.1555 -0.376 -1.153 0.803 -0.16
C -0.7449 0.1735 -1.0331 -0.405 -0.352 -0.752 -0.15
C -0.5276 -0.6576 0.1384 -1.400 1.720 -0.062 0.02
C 0.2201 -0.1985 1.2296 1.357 -1.703 0.377 0.01
C 0.4684 -1.1054 2.3924 0.079 -0.205 -1.265 -0.02
H -0.6450 -2.4669 -1.9780 -0.421 0.504 0.124 0.07
H 0.7446 -2.3318 -2.8671 -0.013 0.036 -1.016 0.08
H -0.8318 -1.6135 -3.5386 0.135 -0.586 -0.270 0.09
H 0.2366 0.3314 -2.9567 0.404 0.133 0.165 0.12
H 1.2114 -0.5381 -1.6585 0.219 0.619 -0.443 0.11
H -1.7516 0.0546 -1.4540 0.130 -0.208 0.155 0.14
H -0.5555 1.2395 -0.9281 0.434 -0.117 0.366 0.12
H -1.1307 -1.5517 0.2504 0.435 -0.386 -0.141 0.15
H 0.8145 0.7256 1.1556 -0.491 0.031 -0.103 0.10
H 0.4499 -2.1680 2.1053 -0.200 0.227 -0.363 0.11
H -0.3799 -1.0531 3.0806 0.335 0.390 0.620 0.12
H 1.4802 -0.9402 2.7531 -0.361 0.375 0.848 0.10
H -1.7494 2.6940 0.3924 -0.137 0.056 -0.051 0.05
H -1.1602 1.5567 1.2586 -0.408 0.686 -0.075 0.00
O -1.3213 2.5134 1.2328 0.275 -0.404 0.311 -0.03
H 1.0572 2.9740 1.8903 -0.012 0.094 0.185 0.04
H 2.2952 2.0193 1.9939 0.079 0.476 0.275 0.05
O 1.7459 2.5276 1.3885 0.033 -0.546 -0.393 -0.05
```
Positions in Å, forces in eV/Å.

---

Density functional theory data (ωB97M-V with the def2-TZVPD basis set) for a structure of composition C6H16O4Ti in a non-equilibrium geometry.

Properties
**Charge**: -1
**2S+1**: 4
**Expectation value of S²**: 3.7667
**Kohn-Sham gap (alpha / beta)**: 5.16 / 4.34 eV

XYZ file:
```
27
Properties=species:S:1:pos:R:3:forces:R:3:lowdin_charge:R:1
Ti 21.8334 -3.0502 -16.4271 2.536 0.435 -0.486 0.76
O 24.1082 -1.8030 -18.1120 0.679 -0.196 1.863 -0.47
C 25.2394 -1.4350 -17.2866 -2.033 -0.703 0.134 -0.43
C 25.2881 -1.8990 -15.7582 -1.148 -1.992 -0.044 -0.47
O 24.8958 -3.2385 -15.4341 -0.666 1.495 -0.884 -0.45
H 25.2626 -0.3452 -17.2918 0.266 0.568 0.316 0.06
H 26.2264 -1.7544 -17.6209 0.070 -0.532 -0.930 0.06
H 24.7224 -1.2148 -15.1258 -0.546 0.627 0.064 0.05
H 26.3212 -1.7700 -15.4354 0.658 0.171 -0.096 0.06
C 17.1536 -1.2231 -19.7977 0.520 0.525 0.505 -0.09
C 18.1945 -0.5498 -18.8648 0.997 0.100 -1.244 -0.29
O 19.4005 -1.3295 -18.5800 -1.708 0.042 0.424 -0.16
H 17.5951 -1.5116 -20.7517 0.082 -0.143 0.119 0.07
H 16.4184 -0.4470 -20.0105 -0.167 0.042 -0.076 0.06
H 16.6076 -2.0593 -19.3609 0.287 -0.083 0.108 0.06
H 17.6983 -0.1042 -18.0027 0.245 -0.820 0.655 0.10
H 18.5527 0.3517 -19.3619 -0.088 0.093 -0.393 0.10
H 20.1457 -0.9903 -19.0812 -0.055 0.175 -0.059 0.07
C 18.6990 -6.3203 -17.4888 0.085 -0.227 0.119 -0.10
C 20.0641 -6.9882 -17.3897 0.110 1.204 -0.224 -0.31
O 20.8925 -6.1688 -16.5509 -0.102 -0.090 0.193 -0.18
H 18.7322 -5.2618 -17.7472 0.457 -0.006 0.021 0.06
H 18.2340 -6.3916 -16.5056 -0.377 -0.061 -0.155 0.07
H 18.1145 -6.7945 -18.2772 -0.258 -0.221 0.216 0.07
H 20.5406 -6.9890 -18.3700 0.008 -0.335 -0.101 0.11
H 19.9692 -8.0051 -17.0088 0.082 -0.018 0.003 0.11
H 21.3156 -6.6858 -15.8615 0.069 -0.052 -0.049 0.08
```
Positions in Å, forces in eV/Å.

---

Density functional theory data (ωB97M-V with the def2-TZVPD basis set) for a cluster of 2 separate species, C6H16S in total in a non-equilibrium geometry.

Properties
**Charge**: +1
**2S+1**: 2
**Expectation value of S²**: 0.7532
**Kohn-Sham gap (alpha / beta)**: 10.38 / 5.28 eV
**ΔE to the lowest compared entry with this formula, charge and spin**: 37.77 kcal per mole

XYZ file:
```
23
Properties=species:S:1:pos:R:3:forces:R:3:lowdin_charge:R:1
C -0.8300 1.0989 -1.5509 1.554 1.849 1.137 -0.46
C -0.3634 1.1641 -3.0238 0.587 1.038 3.514 -0.10
C -2.8987 1.7926 0.4676 2.278 0.323 0.552 -0.29
S -2.4959 1.7385 -1.3065 -0.450 -0.132 -0.041 1.15
H -0.8597 0.0606 -1.3156 0.053 -0.872 1.141 0.07
H -0.1214 1.7350 -0.8029 -1.641 -1.632 -1.479 0.17
H 0.6953 1.1666 -3.0226 1.447 1.307 0.492 0.09
H -0.7696 2.0327 -3.4117 -0.615 1.130 -1.973 0.06
H -3.6610 1.0816 0.8349 -0.310 0.834 -0.763 0.08
H -1.9844 1.4345 0.9908 -0.350 0.349 -0.284 0.05
H -2.9667 2.9093 0.6899 -0.619 -1.528 -0.138 0.09
H -0.3528 0.2306 -3.4146 -1.890 -2.707 -2.112 0.06
C 1.4653 -1.7962 0.8482 -1.129 -1.259 -3.422 -0.38
C 2.6715 -1.0485 1.1830 1.578 3.632 1.451 -0.18
C 0.3832 -1.6365 1.8678 -2.651 -3.378 1.925 -0.16
H 1.0964 -1.4349 -0.2356 0.601 -0.823 2.168 0.12
H 1.7109 -2.9366 0.6938 -0.423 2.205 0.324 0.14
H 3.2821 -1.4247 1.9943 -0.312 -0.423 0.490 0.08
H 0.7851 -1.6540 2.9066 -0.164 0.933 -0.665 0.08
H -0.5581 -1.0270 1.7612 1.557 0.310 -0.143 0.06
H -0.1512 -2.6653 1.9624 0.651 1.317 -0.436 0.09
H 3.3887 -0.9113 0.4230 0.705 -0.409 -1.486 0.05
H 2.5342 0.0901 1.4607 -0.456 -2.062 -0.252 0.12
```
Positions in Å, forces in eV/Å.